Entry 1:
{
  "formula": "CH3N3",
  "method": "the ωB97M-V functional and the def2-TZVPD basis",
  "homo_lumo_gap_ev": 9.60,
  "total_charge": 0,
  "smiles": "[H]/N=C/N=N/[H]",
  "e_tot_ev": -5553.241,
  "elements": ["C", "N", "N", "N", "H", "H", "H"],
  "coordinates": [[-0.2327, -0.6668, 0.2121], [-0.8536, 0.5766, 0.1356], [0.8336, -0.6773, -0.4506], [0.0404, 1.4261, 0.0091], [-0.7537, -1.4572, 0.7513], [1.3394, -1.5594, -0.4888], [-0.3734, 2.3580, -0.1686]]
}

=====

Entry 2:
{
  "formula": "CH3N3O",
  "method": "the ωB97M-V functional and the def2-TZVPD basis",
  "homo_lumo_gap_ev": 10.61,
  "total_charge": 0,
  "smiles": "N#CN(N)O",
  "e_tot_ev": -7599.979,
  "elements": ["N", "N", "O", "C", "N", "H", "H", "H"],
  "coordinates": [[-0.0795, 0.2198, 0.1659], [-0.6739, -0.9915, -0.1277], [-0.7924, 1.2949, -0.3959], [1.3029, 0.3731, 0.0676], [2.4511, 0.3374, 0.0124], [-1.1042, 1.8136, 0.3678], [-0.9339, -1.4946, 0.7133], [-0.1702, -1.5526, -0.8034]]
}

=====

Entry 3:
{
  "formula": "CH3N3O",
  "method": "the ωB97M-V functional and the def2-TZVPD basis",
  "homo_lumo_gap_ev": [8.85, 8.06],
  "total_charge": 0,
  "e_tot_ev": -7594.052,
  "elements": ["C", "N", "N", "N", "O", "H", "H", "H"],
  "coordinates": [[-0.2832, -0.1060, 1.0177], [0.3953, -0.3205, -0.0377], [-0.2783, -0.1842, 2.1999], [1.0056, -0.1979, -2.1572], [0.7430, 0.4695, -0.9936], [-1.8047, -0.4608, -0.2509], [-0.8368, 0.1722, 2.9607], [1.0591, 0.6278, -2.7390]]
}

=====

Entry 4:
{
  "formula": "CH3N3O2Si",
  "method": "the ωB97M-V functional and the def2-TZVPD basis",
  "homo_lumo_gap_ev": 9.34,
  "total_charge": 0,
  "smiles": "[H]/N=[SiH]/[N+](=O)[O-].C#N",
  "e_tot_ev": -17523.470,
  "elements": ["C", "N", "N", "N", "O", "O", "Si", "H", "H", "H"],
  "coordinates": [[-2.7794, -0.1529, -0.7245], [-2.3595, -1.1307, -0.2867], [0.2491, 1.4653, 0.4006], [2.1186, -0.5623, -0.3219], [2.1464, -1.7717, -0.2078], [2.9578, 0.2004, -0.6761], [0.6702, -0.0411, 0.6617], [-3.1153, 0.6898, -1.1051], [-0.3512, 2.2575, 0.4975], [0.4632, -0.9543, 1.7622]]
}

=====

Entry 5:
{
  "formula": "CH3N3O3",
  "method": "the ωB97M-V functional and the def2-TZVPD basis",
  "homo_lumo_gap_ev": 11.02,
  "total_charge": 0,
  "smiles": "[O-][N+]1=NN1.O=CO",
  "e_tot_ev": -11691.273,
  "elements": ["C", "N", "N", "N", "O", "O", "O", "H", "H", "H"],
  "coordinates": [[1.4679, 1.5748, -0.3403], [-2.2425, -1.0915, 0.3618], [-0.7373, -0.5235, 0.2835], [-1.0429, -1.3279, -0.5299], [2.0065, 1.2396, 0.9058], [-0.8992, -2.2206, -1.3407], [0.2395, 1.4932, -0.4778], [2.1927, 1.7316, -1.1806], [-2.1819, -2.0646, 0.6736], [1.1972, 1.1890, 1.6445]]
}

=====

Entry 6:
{
  "formula": "CH3N3O3",
  "method": "the ωB97M-V functional and the def2-TZVPD basis",
  "homo_lumo_gap_ev": 11.45,
  "total_charge": 0,
  "smiles": "N[N+](=O)[O-].N=C=O",
  "e_tot_ev": -11694.984,
  "elements": ["C", "N", "N", "N", "O", "O", "O", "H", "H", "H"],
  "coordinates": [[2.6010, -0.6103, 0.1410], [1.6293, -0.8784, -0.5226], [-0.7555, 0.5477, -0.0504], [-1.5067, -0.6003, 0.1045], [3.6614, -0.2670, 0.4724], [-1.0608, -1.6114, -0.3949], [-2.5693, -0.4963, 0.7076], [0.1229, 0.3889, -0.3666], [0.8946, -1.5715, -0.5670], [-0.7887, 1.2680, 0.6740]]
}

=====

Values of ΔE to the lowest compared entry with this formula, charge and spin, in order: 254.7; 349.6; 921.5; 303.9; 444.8; 86.8, all in kJ/mol.
Values of largest force on an atom, in order: 2.2; 2.4; 3.5; 5.1; 4.3; 3.6, all in eV/A.